This record from the Open Molecules 2025 dataset describes the ion C2H3O4S2 with charge -1. The level of theory is the ωB97M-V functional and the def2-TZVPD basis.

Summary:
HOMO level   -4.22 eV
Structure (SMILES)   C=C[S@](=O)([O-])=S(=O)=O
ΔE to the lowest compared entry with this formula, charge and spin   65.79 kcal per mole
Gap between HOMO and LUMO   0.2901 Eh
Charge   -1
Lowest unoccupied orbital energy   0.135 Eh
Strongest force on any atom   4.687 eV Å⁻¹

XYZ file:
```
11
Properties=species:S:1:pos:R:3:forces:R:3:nbo_charge:R:1
H -1.403 -0.405 0.301 0.18 -0.66 0.60 0.19
C -0.367 -0.151 0.509 -1.00 2.75 -3.66 -0.39
S 1.953 1.064 0.060 -1.30 1.73 -0.64 1.66
H 0.284 -0.530 1.210 0.68 -0.92 2.00 0.22
C 0.139 0.779 -0.351 -0.17 -1.89 -0.42 -0.45
O 1.913 1.443 1.468 -0.08 -0.70 0.64 -1.00
O 2.462 2.158 -0.762 -0.05 -0.14 -0.81 -1.01
O 3.866 -1.042 -1.486 -0.51 0.61 0.47 -0.96
O 3.253 -1.629 0.778 -0.56 -0.52 0.71 -0.97
S 3.668 -0.567 -0.108 1.58 -0.53 -0.97 1.50
H -0.401 0.966 -1.372 1.22 0.26 2.09 0.21
```
Positions in Å, forces in eV/Å.